1.
C4H12O2P | ωB97M-V/def2-TZVPD

CARTESIAN COORDINATES (ANGSTROEM)
C1 -2.63 -0.18 -0.07
C2 1.78 -1.92 0.13
C3 0.83 0.94 -1.48
C4 0.04 1.35 1.49
O1 -1.36 -0.82 -0.21
O2 1.28 -0.73 0.69
P1 0.25 0.24 0.11
H1 -2.98 -0.48 0.88
H2 -3.35 -0.67 -0.77
H3 -2.60 0.91 -0.08
H4 2.02 -2.46 0.99
H5 2.70 -1.80 -0.47
H6 1.06 -2.44 -0.50
H7 0.98 0.17 -2.24
H8 1.71 1.45 -1.42
H9 0.21 1.70 -2.06
H10 -0.89 2.00 1.12
H11 0.98 1.93 1.46
H12 -0.01 0.79 2.42

The calculation puts the energy above the lowest of the compared OMol25 structures with the same formula, charge and spin at 1.012 eV. Its total charge is +1. The calculation puts the HOMO-LUMO gap at 10.968 eV.

2.
C4H12O2S | ωB97M-V/def2-TZVPD

CARTESIAN COORDINATES (ANGSTROEM)
C1 -1.70 -0.16 1.43
O1 -2.07 1.27 1.58
C2 -0.23 -0.37 1.35
C3 0.62 0.49 0.30
C4 2.11 0.04 0.23
S1 3.08 1.24 -0.71
H1 -2.08 -0.91 2.19
H2 -2.20 -0.61 0.56
H3 -1.62 1.53 2.40
H4 0.00 -1.40 1.00
H5 0.19 -0.11 2.29
H6 0.72 1.48 0.76
H7 0.25 0.69 -0.77
H8 2.41 -0.10 1.23
H9 2.27 -0.99 -0.23
H10 3.92 0.34 -1.13
H11 -2.37 -1.11 -4.75
H12 -1.28 -0.32 -3.90
O2 -2.02 -0.99 -3.84

As for the SMILES: OCCCCS.O. The calculation puts the energy above the lowest of the compared OMol25 structures with the same formula, charge and spin at 1.115 eV. The calculation puts the HOMO-LUMO gap at 9.820 eV.

3.
C4H12O2S | ωB97M-V/def2-TZVPD

CARTESIAN COORDINATES (ANGSTROEM)
C1 0.14 -1.15 0.75
O1 -0.27 -1.93 -0.43
C2 -0.59 0.15 0.88
C3 -0.34 1.14 -0.25
C4 -1.04 2.47 0.07
S1 -0.89 3.79 -1.15
H1 -0.29 -1.81 1.50
H2 1.22 -1.20 0.67
H3 0.29 -1.66 -1.16
H4 -0.49 0.66 1.84
H5 -1.64 -0.15 0.80
H6 -0.78 0.71 -1.16
H7 0.71 1.24 -0.54
H8 -2.13 2.37 0.14
H9 -0.56 2.87 0.97
H10 -0.38 2.98 -2.12
H11 1.75 -3.35 -0.67
H12 2.78 -4.00 0.03
O2 2.51 -3.12 -0.16

As for the expectation value of S²: 0.753. The spin multiplicity is 2. The calculation puts the energy above the lowest of the compared OMol25 structures with the same formula, charge and spin at 0.727 eV. Its total charge is +1. The calculation puts the HOMO-LUMO gap (alpha / beta) at 9.475 / 4.555 eV.

4.
C4H12O2S2 | ωB97M-V/def2-TZVPD

CARTESIAN COORDINATES (ANGSTROEM)
C1 1.31 -0.21 0.34
S1 0.98 1.49 -0.42
O1 -0.49 1.83 -0.57
C2 1.59 2.37 1.05
H1 2.26 -0.59 -0.06
H2 0.58 -0.90 -0.09
H3 1.26 -0.28 1.43
H4 2.67 2.30 0.94
H5 1.17 1.92 1.95
H6 1.22 3.39 1.02
C3 -0.44 -0.84 -1.68
S2 -2.16 -0.65 -1.04
O2 -2.88 -1.88 -1.54
C4 -1.80 -1.26 0.71
H7 0.16 -0.12 -1.12
H8 -0.40 -0.62 -2.75
H9 0.04 -1.79 -1.49
H10 -2.69 -1.60 1.25
H11 -1.30 -0.46 1.25
H12 -1.10 -2.09 0.79

The calculation puts the energy above the lowest of the compared OMol25 structures with the same formula, charge and spin at 3.748 eV. The calculation puts the HOMO-LUMO gap at 9.206 eV.

5.
C4H12O2SSi | ωB97M-V/def2-TZVPD

CARTESIAN COORDINATES (ANGSTROEM)
C1 0.90 0.69 -2.28
C2 -1.08 -1.07 -0.72
C3 -1.10 2.21 -0.35
C4 1.08 -1.66 2.30
O1 -0.70 0.03 2.59
O2 1.03 0.26 0.63
Si1 -0.08 0.54 -0.65
S1 0.72 0.12 2.27
H1 1.61 1.53 -2.19
H2 1.64 -0.13 -2.54
H3 0.24 0.65 -3.08
H4 -1.53 -1.39 0.22
H5 -1.99 -0.95 -1.21
H6 -0.49 -1.84 -1.05
H7 -1.46 1.95 0.69
H8 -0.39 3.01 -0.54
H9 -1.81 2.26 -1.17
H10 1.74 -1.96 1.62
H11 0.23 -2.22 2.24
H12 1.43 -2.05 3.22

The calculation puts the energy above the lowest of the compared OMol25 structures with the same formula, charge and spin at 0.000 eV. The calculation puts the HOMO-LUMO gap at 10.197 eV.

6.
C4H12O3 | ωB97M-V/def2-TZVPD

CARTESIAN COORDINATES (ANGSTROEM)
C1 -1.51 -1.31 -1.51
C2 -1.01 -1.27 2.34
O1 -0.09 -0.19 2.52
C3 -1.18 -1.76 0.94
C4 -1.73 -1.11 -0.07
H1 -1.13 -0.46 -2.10
H2 -0.81 -2.12 -1.74
H3 -2.43 -1.47 -2.10
H4 -0.59 -2.12 2.90
H5 -1.92 -0.83 2.77
H6 0.39 0.04 1.72
H7 -0.52 -2.63 0.79
H8 -2.40 -0.26 0.14
H9 3.10 4.10 -1.66
H10 2.74 3.85 -3.07
O2 2.42 3.66 -2.17
H11 1.55 1.13 -0.19
H12 2.84 1.74 0.05
O3 2.27 1.03 0.44

As for the SMILES: C/C=C/CO.O.O. The calculation puts the energy above the lowest of the compared OMol25 structures with the same formula, charge and spin at 1.539 eV. The calculation puts the HOMO-LUMO gap at 9.871 eV.

Values for E, eV, ordered as above
-17718.57507; -19271.59135; -19262.95173; -30104.05358; -27150.39662; -10483.60005